P:
14
Properties=species:S:1:pos:R:3:mulliken_charge:R:1 method="wB97M-V/def2-TZVPD" total_charge=0 smiles="[H]/N=N/C.C=CO" homo_ev=-9.28 gap_ev=10.080
H -1.867 0.520 1.809 0.23
N -1.283 -0.202 1.469 -0.22
N -2.063 -0.971 0.854 -0.23
C -1.389 -1.920 -0.047 -0.61
H -2.020 -2.774 -0.127 0.29
H -1.188 -1.437 -0.910 0.27
H -0.377 -2.266 0.289 0.29
C 0.963 1.238 -1.288 -0.75
C 1.941 1.116 -0.448 0.09
O 1.908 1.215 0.912 -0.52
H 1.111 1.026 -2.312 0.28
H 0.050 1.492 -0.767 0.19
H 2.898 1.107 -0.837 0.38
H 1.314 1.856 1.403 0.31

---

Q:
14
Properties=species:S:1:pos:R:3:mulliken_charge:R:1 method="wB97M-V/def2-TZVPD" total_charge=0 smiles="CNC(=O)CN" homo_ev=-9.13 gap_ev=10.031
C -0.068 1.223 1.999 -0.91
N 0.220 0.385 0.817 -0.18
C -0.675 0.265 -0.169 0.34
O -1.886 0.603 -0.093 -0.66
C -0.273 -0.568 -1.517 -0.18
N 0.936 -1.343 -1.330 -0.62
H 0.754 1.331 2.543 0.42
H -0.354 2.227 1.785 0.30
H -0.932 0.846 2.586 0.26
H 1.056 -0.227 0.578 0.33
H 0.117 0.190 -2.311 0.24
H -1.153 -1.120 -1.897 0.25
H 0.710 -2.208 -0.823 0.20
H 1.546 -1.603 -2.165 0.22

---

R:
14
Properties=species:S:1:pos:R:3:mulliken_charge:R:1 method="wB97M-V/def2-TZVPD" total_charge=0 smiles="NCCC(N)=O" homo_ev=-9.44 gap_ev=10.239
N 1.481 1.543 0.892 -0.62
C 1.034 0.110 0.538 -0.38
C -0.565 -0.077 0.706 -0.63
C -1.231 -0.166 -0.715 0.33
N -1.459 -1.298 -1.279 -0.35
O -1.456 0.901 -1.396 -0.65
H 1.765 2.090 0.040 0.23
H 2.344 1.412 1.395 0.24
H 1.751 -0.549 1.017 0.43
H 1.243 -0.033 -0.604 0.22
H -0.563 -0.895 1.428 0.29
H -1.279 0.499 1.168 0.41
H -2.062 -1.348 -2.123 0.24
H -1.003 -2.191 -1.067 0.23

---

S:
14
Properties=species:S:1:pos:R:3:mulliken_charge:R:1 method="wB97M-V/def2-TZVPD" total_charge=0 homo_ev=-7.77 gap_ev=8.716
C -1.626 -0.293 -1.785 -0.65
C 0.705 1.048 0.587 -0.01
C 1.341 -0.777 1.905 -0.58
H -1.736 0.252 -2.967 0.24
H -0.742 -1.385 -1.796 0.21
H -2.825 -0.609 -1.149 0.19
H -0.439 1.525 -1.647 0.29
H 0.664 2.111 0.446 0.41
H 1.856 -1.367 1.057 0.24
H 1.824 -0.912 2.897 0.23
H 0.260 -1.072 2.034 0.26
N -0.779 0.645 -1.097 -0.31
N -0.004 0.222 -0.106 -0.17
O 1.500 0.613 1.624 -0.34

---

Name the least stable of them. S.

---

P:
14
Properties=species:S:1:pos:R:3:mulliken_charge:R:1 method="wB97M-V/def2-TZVPD" total_charge=0 smiles="C=NC.NC=O" homo_ev=-9.83 gap_ev=10.390
C 1.951 -1.563 -0.047 -0.22
N 3.072 -2.121 -0.048 -0.40
C 4.222 -1.347 0.363 -0.72
H 1.091 -2.140 -0.374 0.25
H 1.757 -0.530 0.260 0.23
H 5.026 -2.042 0.601 0.25
H 4.011 -0.687 1.208 0.31
H 4.561 -0.710 -0.456 0.29
N -3.648 2.118 -0.412 -0.35
C -4.844 1.607 0.002 0.12
O -5.841 2.261 0.174 -0.52
H -2.981 1.524 -0.877 0.22
H -3.589 3.103 -0.606 0.23
H -4.789 0.528 0.212 0.30

---

Q:
14
Properties=species:S:1:pos:R:3:mulliken_charge:R:1 method="wB97M-V/def2-TZVPD" total_charge=0 smiles="C/N=C(/O)NC" homo_ev=-8.65 gap_ev=9.538
C 2.158 0.403 0.132 -0.90
N 1.398 -0.733 -0.337 -0.65
C 0.127 -0.657 -0.272 0.78
O -0.619 -1.705 -0.694 -0.53
N -0.632 0.373 0.202 -0.19
C -2.077 0.444 0.149 -0.79
H 3.226 0.181 0.059 0.27
H 1.977 1.314 -0.463 0.31
H 1.952 0.651 1.187 0.32
H 0.036 -2.364 -0.974 0.34
H -0.131 1.211 0.446 0.20
H -2.421 1.183 -0.585 0.26
H -2.484 0.711 1.131 0.27
H -2.468 -0.533 -0.133 0.31

---

Name the least stable of them. P.

---

P:
14
Properties=species:S:1:pos:R:3:mulliken_charge:R:1 method="wB97M-V/def2-TZVPD" total_charge=0 homo_ev=-8.78 gap_ev=9.562
C 1.156 0.302 1.695 -0.94
N -0.066 -0.210 1.131 -0.51
C -0.282 -0.107 -0.148 0.79
N 0.499 0.590 -1.096 -0.55
C -1.661 -0.404 -0.547 -0.35
O -0.867 -1.683 -1.256 -0.59
H 1.065 0.274 2.780 0.28
H 2.016 -0.315 1.405 0.32
H 1.380 1.336 1.397 0.31
H 1.458 0.756 -0.828 0.25
H 0.056 1.409 -1.488 0.17
H -2.124 0.287 -1.257 0.24
H -2.255 -0.839 0.250 0.26
H -0.376 -1.396 -2.038 0.32

---

Q:
14
Properties=species:S:1:pos:R:3:mulliken_charge:R:1 method="wB97M-V/def2-TZVPD" total_charge=0 smiles="CNC(=O)NC" homo_ev=-9.46 gap_ev=10.374
C 0.461 1.158 2.073 -0.77
N -0.086 0.086 1.264 -0.30
C 0.231 0.074 -0.086 0.53
O 0.983 0.882 -0.603 -0.61
N -0.414 -0.931 -0.781 -0.29
C -0.386 -0.897 -2.231 -0.79
H 1.553 1.224 2.023 0.28
H 0.145 1.010 3.109 0.31
H 0.052 2.110 1.724 0.25
H -0.150 -0.820 1.705 0.26
H -1.289 -1.223 -0.370 0.26
H -0.607 -1.891 -2.624 0.28
H -1.106 -0.183 -2.653 0.27
H 0.613 -0.599 -2.550 0.31

---

R:
14
Properties=species:S:1:pos:R:3:mulliken_charge:R:1 method="wB97M-V/def2-TZVPD" total_charge=0 smiles="CNCC(N)=O" homo_ev=-8.42 gap_ev=9.286
C -1.836 -0.536 0.744 -0.87
N -1.510 0.031 -0.554 -0.30
C -0.214 0.678 -0.821 -0.51
C 0.916 0.027 0.023 0.45
N 1.920 0.897 0.390 -0.39
O 1.032 -1.170 0.119 -0.57
H -1.053 -1.214 1.100 0.29
H -1.772 0.278 1.477 0.27
H -2.803 -1.033 0.689 0.32
H -1.823 -0.593 -1.280 0.26
H 0.115 0.660 -1.856 0.32
H -0.345 1.714 -0.468 0.30
H 2.075 1.718 -0.169 0.20
H 2.709 0.661 0.965 0.23

---

S:
14
Properties=species:S:1:pos:R:3:mulliken_charge:R:1 method="wB97M-V/def2-TZVPD" total_charge=0 homo_ev=-9.52 gap_ev=10.389
C 1.093 -0.771 -0.715 -0.87
N 0.216 -0.022 0.191 -0.05
C -0.546 -0.896 1.090 -0.87
C -0.709 0.994 -0.570 0.24
O -1.564 0.666 -1.360 -0.59
N -0.184 2.076 -0.021 -0.53
H 1.680 -0.062 -1.306 0.30
H 1.776 -1.412 -0.145 0.31
H 0.496 -1.394 -1.392 0.35
H -1.239 -1.520 0.513 0.35
H 0.127 -1.543 1.663 0.31
H -1.122 -0.280 1.785 0.30
H -0.533 2.996 -0.267 0.20
H 0.562 1.150 0.575 0.54

---

Name the least stable of them. P.

---

P:
14
Properties=species:S:1:pos:R:3:mulliken_charge:R:1 method="wB97M-V/def2-TZVPD" total_charge=0 smiles="C/N=C(/C)NO" homo_ev=-8.98 gap_ev=9.839
C 1.187 0.681 -1.432 -0.70
N 0.836 0.885 -0.014 -0.47
C 0.023 0.131 0.635 0.58
C -0.146 0.478 2.101 -1.01
N -0.724 -0.986 0.158 -0.22
O -1.050 -0.956 -1.226 -0.44
H 1.404 -0.376 -1.665 0.22
H 0.435 1.097 -2.107 0.24
H 2.110 1.192 -1.653 0.31
H -1.203 0.608 2.250 0.31
H 0.246 -0.348 2.757 0.26
H 0.449 1.403 2.237 0.28
H -1.595 -1.184 0.725 0.29
H -0.611 -1.777 -1.571 0.34

---

Q:
14
Properties=species:S:1:pos:R:3:mulliken_charge:R:1 method="wB97M-V/def2-TZVPD" total_charge=0 smiles="NCCNC=O" homo_ev=-9.52 gap_ev=10.366
N -2.175 0.572 -0.795 -0.53
C -0.794 0.791 -0.419 -0.56
C -0.129 -0.482 0.039 -0.47
N 1.156 -0.189 0.666 -0.12
C 2.268 -0.960 0.660 0.08
O 3.316 -0.600 1.155 -0.57
H -2.798 0.706 -0.020 0.20
H -2.485 0.970 -1.659 0.20
H -0.771 1.475 0.432 0.26
H -0.206 1.184 -1.189 0.43
H -0.736 -1.071 0.719 0.24
H -0.033 -1.213 -0.774 0.31
H 1.236 0.754 1.013 0.24
H 2.150 -1.936 0.171 0.29

---

R:
14
Properties=species:S:1:pos:R:3:mulliken_charge:R:1 method="wB97M-V/def2-TZVPD" total_charge=0 smiles="CNC(=O)CN" homo_ev=-8.86 gap_ev=9.738
C 0.486 2.305 -0.081 -0.84
N 0.763 0.881 -0.190 -0.19
C -0.266 -0.029 -0.306 0.55
O -1.339 0.218 -0.818 -0.59
C 0.047 -1.379 0.372 -0.64
N -0.878 -2.433 0.118 -0.47
H 1.372 2.902 -0.180 0.33
H -0.060 2.484 0.845 0.26
H -0.274 2.552 -0.831 0.30
H 1.685 0.483 -0.185 0.24
H 1.059 -1.634 0.071 0.38
H 0.011 -1.141 1.432 0.27
H -1.778 -2.346 0.546 0.21
H -0.828 -2.863 -0.792 0.19

---

Name the least stable of them. P.

---

P:
14
Properties=species:S:1:pos:R:3:mulliken_charge:R:1 method="wB97M-V/def2-TZVPD" total_charge=0 homo_ev=-9.17 gap_ev=9.323
C 0.852 0.788 0.003 0.41
C -2.230 -0.135 0.391 0.24
H 2.100 -1.166 -0.909 0.34
H 3.376 -1.008 1.076 0.28
H 2.938 1.438 -0.122 0.36
H -1.524 -0.360 -1.488 0.30
H -1.814 0.031 1.432 0.25
H -3.926 0.596 0.909 0.25
N 2.890 -0.572 -0.059 -0.59
N 2.180 0.631 0.441 -0.21
N -1.333 -0.575 -0.473 -0.29
N -3.429 0.243 0.063 -0.71
O 0.224 1.735 -0.360 -0.49
S 0.198 -0.964 -0.012 -0.16

---

Q:
14
Properties=species:S:1:pos:R:3:mulliken_charge:R:1 method="wB97M-V/def2-TZVPD" total_charge=0 homo_ev=-9.03 gap_ev=9.515
H -0.628 0.963 -2.482 0.29
N -0.528 1.807 -1.928 -0.70
C -0.727 1.373 -0.704 0.43
N -0.994 2.326 0.304 -0.48
N -0.947 0.053 -0.230 -0.15
O -0.601 -0.912 -1.150 -0.29
C 0.327 -1.757 -0.554 0.13
N 1.106 -1.725 0.418 -0.29
S 1.150 -0.594 1.642 -0.12
H -0.670 3.211 0.014 0.26
H -0.756 2.033 1.279 0.25
H -1.898 -0.145 0.153 0.21
H 0.333 -2.785 -1.052 0.30
H 1.969 -1.401 2.619 0.16

---

Name the least stable of them. P.

---

P:
16
Properties=species:S:1:pos:R:3:mulliken_charge:R:1 method="wB97M-V/def2-TZVPD" total_charge=0 smiles=C#CCC(C)C homo_ev=-9.67 gap_ev=10.689
C -1.677 1.859 -1.305 -0.11
C -0.709 1.606 -0.634 -0.57
C 0.025 1.188 0.560 -0.50
C 0.400 -0.328 0.625 0.71
C -0.661 -1.252 0.018 -1.47
C 1.757 -0.598 -0.051 -1.41
H -2.690 2.109 -1.509 0.36
H -0.781 1.568 1.210 0.24
H 0.890 1.794 0.846 0.40
H 0.513 -0.588 1.686 0.19
H -0.356 -2.302 0.108 0.42
H -0.799 -1.038 -1.048 0.34
H -1.632 -1.138 0.510 0.34
H 2.562 0.011 0.375 0.38
H 2.049 -1.651 0.069 0.38
H 1.716 -0.397 -1.129 0.32

---

Q:
16
Properties=species:S:1:pos:R:3:mulliken_charge:R:1 method="wB97M-V/def2-TZVPD" total_charge=0 homo_ev=-7.41 gap_ev=7.807
C -1.918 0.496 0.417 -0.75
C -0.190 0.819 -0.948 -0.14
C 0.888 1.234 -0.208 -0.99
C 1.549 -0.740 0.222 -0.58
C 0.334 -1.410 0.454 -0.58
C -1.033 -0.232 -0.361 0.02
H -1.572 1.331 1.018 0.25
H -2.975 0.248 0.493 0.29
H -0.354 1.110 -1.981 0.35
H 1.602 1.948 -0.614 0.39
H 0.778 1.284 0.874 0.28
H 2.165 -0.416 1.056 0.31
H 2.108 -0.944 -0.687 0.30
H 0.004 -1.517 1.485 0.26
H 0.113 -2.274 -0.167 0.27
H -1.498 -0.935 -1.052 0.32

---

R:
16
Properties=species:S:1:pos:R:3:mulliken_charge:R:1 method="wB97M-V/def2-TZVPD" total_charge=0 homo_ev=-9.05 gap_ev=8.799
C -0.014 -0.722 -1.615 -0.39
C -1.424 -0.402 -2.022 -0.53
C -1.059 -0.454 -0.568 -0.40
C 0.122 1.424 1.495 -0.28
C 0.681 0.294 2.307 -0.31
C 1.547 0.993 1.328 -0.25
H 0.750 0.031 -1.791 0.25
H 0.331 -1.745 -1.741 0.20
H -1.617 0.576 -2.452 0.24
H -2.037 -1.201 -2.427 0.23
H -1.418 -1.291 0.026 0.24
H -1.030 0.495 -0.032 0.23
H 0.768 0.490 3.375 0.26
H 0.313 -0.703 2.073 0.16
H 2.289 1.720 1.654 0.25
H 1.798 0.496 0.392 0.11

---

Name the least stable of them. R.